Arrangement one

Below is one molecule with the formula C9H20O2Si, with properties calculated with the ωB97M-V functional and the def2-TZVPD basis.

Atoms and positions in Å:
1 C 2.47090 1.57835 -0.17266
2 O 1.17131 1.12298 0.01208
3 Si 1.00977 -0.37543 0.71250
4 C 1.66151 -0.25255 2.47554
5 O 2.07538 -1.40903 -0.09871
6 C 2.21321 -1.25571 -1.48116
7 C -0.78160 -1.00589 0.58819
8 C -1.80583 -0.08964 1.29536
9 C -2.00147 1.27158 0.51409
10 C -2.14215 1.14771 -1.01643
11 C -2.40804 -0.31130 -1.41694
12 C -1.22507 -1.21686 -0.91717
13 H 3.16084 1.00264 0.45345
14 H 2.74264 1.40841 -1.23356
15 H 2.57569 2.61343 0.08882
16 H 2.74503 -0.25230 2.39720
17 H 1.36771 -1.18869 2.93680
18 H 1.29990 0.61117 3.02391
19 H 1.90851 -2.16217 -2.00114
20 H 1.64045 -0.39628 -1.82646
21 H 3.27937 -1.03150 -1.73436
22 H -0.77532 -1.93725 1.13390
23 H -1.47897 0.08943 2.30384
24 H -2.77219 -0.59694 1.39334
25 H -1.17844 1.92559 0.77191
26 H -2.92659 1.76020 0.85177
27 H -1.22270 1.51165 -1.51916
28 H -2.88289 1.84513 -1.40629
29 H -3.31594 -0.65467 -0.96935
30 H -2.56756 -0.45596 -2.49796
31 H -1.47450 -2.27711 -1.12491
32 H -0.36296 -1.01900 -1.53643

Values from the calculation:
Net charge: 0
SMILES: CO[Si](C)(OC)C1CCCCC1
Orbital gap, eV: 10.41
LUMO, eV: 0.9
HOMO, Ha: -0.348

What are the natural (NBO) partial charges on each atom? They are as follows, in elementary charge units: number 1, C, carries -0.24; number 2, O, carries -0.92; number 3, Si, carries 2.14; number 4, C, carries -1.17; number 5, O, carries -0.90; number 6, C, carries -0.24; number 7, C, carries -0.72; number 8, C, carries -0.39; number 9, C, carries -0.41; number 10, C, carries -0.41; number 11, C, carries -0.40; number 12, C, carries -0.39; number 13, H, carries 0.17; number 14, H, carries 0.17; number 15, H, carries 0.18; number 16, H, carries 0.24; number 17, H, carries 0.24; number 18, H, carries 0.25; number 19, H, carries 0.18; number 20, H, carries 0.17; number 21, H, carries 0.17; number 22, H, carries 0.24; number 23, H, carries 0.21; number 24, H, carries 0.20; number 25, H, carries 0.22; number 26, H, carries 0.20; number 27, H, carries 0.20; number 28, H, carries 0.21; number 29, H, carries 0.19; number 30, H, carries 0.21; number 31, H, carries 0.21; number 32, H, carries 0.19

---

Arrangement two

Below is one molecule with the formula C9H20O2Si, with properties calculated with the ωB97M-V functional and the def2-TZVPD basis.

Atoms and positions in Å:
1 C -0.41211 2.96582 -0.74686
2 C -0.32462 2.66878 -2.23037
3 O 0.65868 1.67893 -2.49346
4 C 0.17672 0.48287 -3.07274
5 C -0.68235 -0.34275 -2.12215
6 C 0.13111 -1.03820 -1.04195
7 C -0.71779 -1.84355 -0.06879
8 C 0.07925 -2.30116 1.17441
9 Si -0.49377 -1.55921 2.80470
10 C 0.92661 -0.67892 3.69629
11 C 1.72440 0.14361 2.73261
12 O 1.26649 1.07468 2.11573
13 H -1.19846 3.69849 -0.55134
14 H -0.62956 2.06263 -0.17460
15 H 0.52960 3.37392 -0.37933
16 H -0.04205 3.57456 -2.77520
17 H -1.29552 2.34180 -2.62137
18 H 1.08343 -0.07302 -3.32535
19 H -0.36039 0.68954 -4.00633
20 H -1.26387 -1.06990 -2.69927
21 H -1.41320 0.32081 -1.64619
22 H 0.70639 -0.28251 -0.49486
23 H 0.86531 -1.69809 -1.51976
24 H -1.13239 -2.71358 -0.58516
25 H -1.58050 -1.23780 0.22768
26 H 1.13520 -2.05269 1.02712
27 H 0.04825 -3.38754 1.28785
28 H -1.58630 -0.59170 2.56573
29 H -1.00352 -2.60683 3.72236
30 H 0.48316 -0.00870 4.43816
31 H 1.55431 -1.40501 4.21572
32 H 2.76749 -0.18526 2.54673

Values from the calculation:
Net charge: 0
SMILES: CCOCCCCC[SiH2]CC=O
Orbital gap, eV: 10.30
LUMO, eV: 0.9
HOMO, Ha: -0.346

What are the natural (NBO) partial charges on each atom? They are as follows, in elementary charge units: number 1, C, carries -0.63; number 2, C, carries -0.06; number 3, O, carries -0.55; number 4, C, carries -0.05; number 5, C, carries -0.43; number 6, C, carries -0.40; number 7, C, carries -0.39; number 8, C, carries -0.87; number 9, Si, carries 1.15; number 10, C, carries -0.96; number 11, C, carries 0.44; number 12, O, carries -0.54; number 13, H, carries 0.20; number 14, H, carries 0.21; number 15, H, carries 0.22; number 16, H, carries 0.17; number 17, H, carries 0.16; number 18, H, carries 0.18; number 19, H, carries 0.16; number 20, H, carries 0.20; number 21, H, carries 0.20; number 22, H, carries 0.21; number 23, H, carries 0.19; number 24, H, carries 0.20; number 25, H, carries 0.20; number 26, H, carries 0.23; number 27, H, carries 0.24; number 28, H, carries -0.17; number 29, H, carries -0.18; number 30, H, carries 0.27; number 31, H, carries 0.24; number 32, H, carries 0.11

---

Most stable: arrangement one

---

Arrangement one

Below is a 2-piece molecular cluster, C8H15N3 overall, with properties calculated with the ωB97M-V functional and the def2-TZVPD basis.

Atoms and positions in Å:
1 C 1.81234 -1.16691 2.07229
2 C 1.21418 -1.80673 1.23799
3 C 0.50925 -2.58469 0.23914
4 N -0.35258 -3.69780 0.65395
5 C -0.97238 -2.49091 0.13127
6 C -1.77352 -1.57726 1.02361
7 H 2.36241 -0.58994 2.82889
8 H 1.08484 -2.79403 -0.66797
9 H -0.41526 -3.71025 1.66858
10 H -1.38273 -2.62640 -0.86192
11 H -2.76079 -2.00222 1.21831
12 H -1.91896 -0.58830 0.55017
13 H -1.26551 -1.41980 1.98220
14 N 0.30384 3.64325 -0.21875
15 C 0.59476 2.78709 -1.33545
16 C -0.53484 1.96827 -1.88479
17 C 0.57969 1.29233 -1.14315
18 N 0.27720 0.74859 0.14954
19 H 1.13857 3.84248 0.30265
20 H -0.05636 4.53193 -0.55106
21 H 1.32249 3.13550 -2.06842
22 H -0.62447 1.83329 -2.96400
23 H -1.48370 2.04706 -1.34282
24 H 1.30316 0.76489 -1.77164
25 H -0.08680 -0.21070 0.03877
26 H 1.12516 0.67126 0.71265

Values from the calculation:
Net charge: 0
SMILES: C#C[C@H]1N[C@H]1C.N[C@@H]1C[C@@H]1N
Orbital gap, eV: 9.66
LUMO, eV: 1.0
HOMO, Ha: -0.319

What are the natural (NBO) partial charges on each atom? They are as follows, in elementary charge units: number 1, C, carries -0.26; number 2, C, carries -0.02; number 3, C, carries -0.19; number 4, N, carries -0.55; number 5, C, carries -0.06; number 6, C, carries -0.65; number 7, H, carries 0.25; number 8, H, carries 0.23; number 9, H, carries 0.35; number 10, H, carries 0.20; number 11, H, carries 0.22; number 12, H, carries 0.24; number 13, H, carries 0.22; number 14, N, carries -0.82; number 15, C, carries -0.07; number 16, C, carries -0.44; number 17, C, carries -0.07; number 18, N, carries -0.82; number 19, H, carries 0.35; number 20, H, carries 0.36; number 21, H, carries 0.17; number 22, H, carries 0.21; number 23, H, carries 0.23; number 24, H, carries 0.17; number 25, H, carries 0.36; number 26, H, carries 0.37

---

Arrangement two

Below is a 2-piece molecular cluster, C8H15N3 overall, with properties calculated with the ωB97M-V functional and the def2-TZVPD basis.

Atoms and positions in Å:
1 C 0.06210 1.09830 -0.37700
2 C -0.08247 0.82669 0.80109
3 C -0.23344 0.52752 2.23294
4 N 0.53611 1.34724 3.15851
5 C 1.85894 1.78411 2.75567
6 C 0.73468 2.74665 2.83625
7 H 0.16705 1.34214 -1.39554
8 H -1.29701 0.62639 2.51423
9 H 0.04636 -0.52515 2.41577
10 H 2.62027 1.75205 3.53574
11 H 2.20035 1.52059 1.75732
12 H 0.64854 3.43993 3.68278
13 H 0.33324 3.10708 1.88649
14 N 0.72649 -2.75276 -2.12786
15 C 0.07515 -1.51504 -1.78066
16 C -1.21264 -1.61260 -0.94687
17 N -1.73922 -0.45423 -1.68859
18 C -0.79383 -0.71209 -2.78588
19 H 0.10345 -3.33992 -2.69757
20 H 1.56352 -2.56754 -2.68227
21 H 0.82073 -0.87671 -1.29493
22 H -1.73633 -2.56813 -1.16190
23 H -1.13613 -1.48731 0.14007
24 H -2.72307 -0.51508 -1.93841
25 H -0.36391 0.19123 -3.25581
26 H -1.17895 -1.38335 -3.58358

Values from the calculation:
Net charge: 0
SMILES: C#CCN1CC1.NC1CNC1
Orbital gap, eV: 9.80
LUMO, eV: 1.0
HOMO, Ha: -0.325

What are the natural (NBO) partial charges on each atom? They are as follows, in elementary charge units: number 1, C, carries -0.23; number 2, C, carries -0.05; number 3, C, carries -0.31; number 4, N, carries -0.39; number 5, C, carries -0.27; number 6, C, carries -0.27; number 7, H, carries 0.23; number 8, H, carries 0.23; number 9, H, carries 0.22; number 10, H, carries 0.20; number 11, H, carries 0.20; number 12, H, carries 0.20; number 13, H, carries 0.20; number 14, N, carries -0.82; number 15, C, carries -0.06; number 16, C, carries -0.22; number 17, N, carries -0.62; number 18, C, carries -0.25; number 19, H, carries 0.35; number 20, H, carries 0.36; number 21, H, carries 0.21; number 22, H, carries 0.17; number 23, H, carries 0.19; number 24, H, carries 0.36; number 25, H, carries 0.18; number 26, H, carries 0.17

---

Most stable: arrangement one